Record 1
The following is a quantum chemistry calculation of a 2-piece molecular cluster, C2H2NO3S overall in a non-equilibrium geometry, from the Open Molecules 2025 dataset.

ORCA input file:
```
! RIJCOSX wB97M-V def2-TZVPD def2/J DEFGRID3
* xyz -1 1
C -1.66563 0.24650 0.02234
C 0.57486 -0.65438 -0.41006
N 1.07869 0.40894 0.18816
O -1.35453 1.36304 -0.15761
O 1.25676 1.43501 -0.48404
O 1.35848 0.31372 1.40315
S -2.52322 -0.86981 0.76743
H 0.86165 -0.76280 -1.50533
H 0.41295 -1.48022 0.17597
*
```

**Gap between HOMO and LUMO (alpha / beta)**: 6.83 / 6.83 eV
**ΔE to the lowest compared entry with this formula, charge and spin**: 3.726 eV
**E_tot**: -20571.890 eV
**Lowest unoccupied orbital energy (alpha / beta)**: 3.307 / 3.307 eV

Record 2
The following is a quantum chemistry calculation of an isolated ion of composition C2H2NOS2 and charge -1 in a non-equilibrium geometry, from the Open Molecules 2025 dataset.

ORCA input file:
```
! RIJCOSX wB97M-V def2-TZVPD def2/J DEFGRID3
* xyz -1 1
O -0.82706 1.52746 -0.29146
C -0.62412 0.47857 0.31002
S -2.34016 -0.82357 -0.06260
N 0.68664 -0.16525 -0.13775
C 1.85920 -0.00903 -0.08766
S 3.41501 -0.00696 0.08747
H -0.48923 0.24457 1.28796
H -1.68028 -1.24577 -1.10597
*
```

**Gap between HOMO and LUMO**: 7.31 eV
**Structure (SMILES)**: [O-][C@@H](S)N=C=S
**ΔE to the lowest compared entry with this formula, charge and spin**: 1.516 eV
**E_tot**: -27314.655 eV
**Lowest unoccupied orbital energy**: 3.246 eV